Version P
ORCA calculation (ωB97M-V with the def2-TZVPD basis set) on a cluster of 11 separate species, H22O11 in total.

Each line ends with the Mulliken spin population.
Geometry (Å):
O 16.38406 5.33788 27.67905  0.00
H 16.95981 5.44317 26.92165  0.00
H 15.65468 5.93449 27.51083  0.00
O 14.06830 3.80941 26.25580  0.07
H 14.84529 3.36124 26.58995  0.00
H 13.79243 3.28381 25.50489  0.00
O 17.82475 2.59911 25.53085  0.00
H 18.49930 1.92103 25.49299  0.00
H 17.36183 2.43153 26.35174  0.00
O 14.97750 1.62148 24.67583  0.00
H 14.71892 1.45878 23.76869  0.00
H 15.86939 1.27926 24.73620  0.00
O 16.99349 1.72990 28.13231  0.00
H 17.68847 1.36259 28.67849  0.00
H 16.72537 2.52721 28.58907  0.00
O 13.42728 4.31985 22.86542  0.00
H 14.16847 4.33381 22.25989  0.00
H 12.88523 3.59057 22.56448  0.00
O 11.02674 5.29705 27.10245  0.45
H 11.41633 4.43189 26.97609  -0.01
H 11.01754 5.68615 26.22795  -0.01
O 11.64109 5.91640 24.30048  0.04
H 12.49655 5.53970 24.09431  0.00
H 11.01414 5.23452 24.05917  0.00
O 14.39480 6.59251 26.07846  0.04
H 14.16373 6.80528 26.98266  0.00
H 14.17319 5.66594 25.98581  0.00
O 13.60592 -0.21240 25.87355  0.00
H 14.36398 -0.68255 25.52638  0.00
H 13.66162 0.65771 25.47854  0.00
O 14.13020 0.86093 28.46672  0.47
H 14.05937 0.52523 27.57312  -0.01
H 14.93539 1.37852 28.46552  -0.01

Results
- HOMO level (alpha / beta) (Eh) = -0.523 / -0.504
- 2S+1 = 2
- Kohn-Sham gap (alpha / beta) (eV) = 10.9 / 2.7
- net charge = +1
- ⟨S²⟩ = 0.7567

***

Version Q
ORCA calculation (ωB97M-V with the def2-TZVPD basis set) on a cluster of 11 separate species, H22O11 in total.

Each line ends with the Mulliken spin population.
Geometry (Å):
O 1.65779 2.25864 -0.37061  0.00
H 1.12116 3.02645 -0.14310  0.00
H 1.46672 2.07152 -1.27100  0.00
O -4.58614 0.01712 2.65062  0.00
H -3.97287 0.15877 3.39089  0.00
H -4.18823 -0.63869 2.10006  0.00
O 0.96878 -0.35613 0.36986  0.03
H 1.12069 -0.56216 -0.53051  0.00
H 1.23112 0.44262 0.66546  0.00
O -3.98576 -2.99021 -1.70864  0.00
H -4.22490 -2.09445 -1.60720  0.00
H -3.26835 -3.29106 -1.06332  0.00
O 2.49146 -0.74846 4.29508  0.65
H 2.58243 -1.50646 3.61534  -0.02
H 3.08188 -0.02200 4.29807  -0.01
O 3.28677 -2.98165 3.13672  0.01
H 2.85647 -3.77837 2.86690  0.00
H 3.68304 -2.99003 2.15283  0.00
O 1.67529 1.06679 -4.21468  0.00
H 2.58171 1.00167 -3.93030  0.00
H 1.73744 0.60156 -5.07025  0.00
O 0.13413 -0.47647 -2.31583  0.00
H -0.03354 -1.38686 -2.79116  0.00
H 0.21294 0.25072 -3.00389  0.00
O -0.50208 1.94562 -3.65046  0.00
H -1.04802 2.69213 -3.47406  0.00
H -0.39469 1.61801 -4.51398  0.00
O 0.92343 -2.08061 2.36026  0.35
H 0.00753 -2.05341 2.30858  -0.01
H 1.02493 -1.19700 1.95776  0.00
O -2.30179 4.17653 -0.05880  0.00
H -1.54822 3.67028 -0.22724  0.00
H -2.07381 5.06317 0.32675  0.00

Results
- HOMO level (alpha / beta) (Eh) = -0.493 / -0.493
- 2S+1 = 2
- Kohn-Sham gap (alpha / beta) (eV) = 10.2 / 3.3
- net charge = +1
- ⟨S²⟩ = 0.7578

***

So which one wins? Going from most stable to least: version P, version Q.